A 2-piece molecular cluster, C7H14N2 overall, computed with ωB97M-V/def2-TZVPD.

Structure (XYZ):
```
23
Properties=species:S:1:pos:R:3:mulliken_charge:R:1
C -1.32722 -1.29621 -1.64578 -0.944
C -0.27588 -0.24495 -1.45886 0.348
C -0.40709 1.19247 -1.46018 -0.399
N 0.80729 1.76327 -1.24533 -0.040
C 1.71119 0.77345 -0.93362 -0.239
N 1.06905 -0.38468 -1.14997 -0.584
H -1.41735 -1.98206 -0.65571 0.179
H -1.02763 -1.87290 -2.48327 0.365
H -2.34109 -0.78239 -1.59585 0.264
H -1.17411 1.78007 -1.88861 0.459
H 1.29830 2.60792 -1.30766 0.175
H 2.74754 0.87645 -0.59040 0.419
C -1.45460 -0.34072 2.91952 -1.257
C -0.54020 -0.67970 1.72716 0.649
C 0.90055 -0.48982 1.99876 -1.335
H -0.88278 0.04444 3.78608 0.262
H -2.02076 -1.22262 3.22715 0.277
H -2.30584 0.30378 2.92615 0.376
H -0.75328 -1.72518 1.44875 0.147
H -1.00726 -0.00991 0.92712 -0.129
H 1.27076 -0.81979 3.00433 0.399
H 1.45720 -0.94364 1.20566 0.428
H 1.38141 0.60856 1.88134 0.182
```

Calculated values
- Electronic energy: -10464.0578 eV
- Relative energy (zero: lowest compared OMol25 entry of this formula, charge and spin): 222.8 kJ/mol
- SMILES: Cc1c[nH]cn1.CCC